The following is a quantum chemistry calculation of CH3ClO3S as an isolated structure at a distorted geometry, from OMol25.

The geometry in ORCA input format:
```
! wB97M-V def2-TZVPD RIJCOSX def2/J DEFGRID3
* xyz 0 1
C -0.792 -1.270 -1.051
O -0.494 0.971 0.939
O 0.984 0.776 -0.845
O -0.420 -1.346 0.069
S 0.910 0.369 0.455
Cl 2.052 1.749 1.687
H -0.277 -0.494 -1.548
H -1.459 -1.964 -1.528
H -0.503 1.208 1.823
*
```

Its total energy is -30583.5378 eV. The LUMO energy comes out at 0.0050 hartree. For the energy above the lowest of the compared OMol25 structures with the same formula, charge and spin, the calculation gives 107.8 kJ/mol. As for the highest occupied orbital energy: -9.7 eV. The value obtained for the frontier orbital gap is 9.85 eV.

Results of the Mulliken charge analysis, in e, for atoms 1 through 5:
1 C -0.047
2 O -0.431
3 O -0.468
4 O -0.353
5 S 0.836

The following is a quantum chemistry calculation of the molecule CH3ClOS at a distorted geometry, from OMol25.

The geometry in ORCA input format:
```
! wB97M-V def2-TZVPD RIJCOSX def2/J DEFGRID3
* xyz 0 1
C 0.174 -0.216 -0.087
O 1.203 -0.954 -0.638
S 2.898 -0.877 0.399
Cl 3.556 0.853 -0.284
H -0.498 -0.290 -0.876
H 0.527 0.917 -0.208
H -0.321 -0.333 0.927
*
```

Its total energy is -26488.2943 eV. The LUMO energy comes out at -0.0259 hartree. For the energy above the lowest of the compared OMol25 structures with the same formula, charge and spin, the calculation gives 167.6 kJ/mol. As for the highest occupied orbital energy: -9.5 eV. The value obtained for the frontier orbital gap is 8.83 eV.

Results of the Mulliken charge analysis, in e, for atoms 1 through 5:
1 C -0.465
2 O -0.387
3 S 0.199
4 Cl -0.072
5 H 0.274

The following is a quantum chemistry calculation of a 2-piece molecular cluster, CH3ClOSi overall at a distorted geometry, from OMol25.

The geometry in ORCA input format:
```
! wB97M-V def2-TZVPD RIJCOSX def2/J DEFGRID3
* xyz 0 1
C -0.544 2.948 -2.731
O 0.309 2.607 -2.073
Si -0.253 -0.516 -0.564
Cl 1.196 -1.487 -1.386
H -0.517 -0.916 0.790
H -1.572 -0.566 -1.185
H -0.114 0.882 -0.870
*
```

Its total energy is -23532.9508 eV. The LUMO energy comes out at 0.0316 hartree. For the energy above the lowest of the compared OMol25 structures with the same formula, charge and spin, the calculation gives 44.6 kJ/mol. As for the highest occupied orbital energy: -10.9 eV. The value obtained for the frontier orbital gap is 11.76 eV.

Results of the Mulliken charge analysis, in e, for atoms 1 through 5:
1 C 0.111
2 O -0.139
3 Si 0.618
4 Cl -0.173
5 H -0.127

The following is a quantum chemistry calculation of CH3CuMgO2 as an isolated structure at a distorted geometry, from OMol25.

The geometry in ORCA input format:
```
! wB97M-V def2-TZVPD RIJCOSX def2/J DEFGRID3
* xyz 0 3
O -2.937 0.637 0.161
Mg -1.386 -0.227 -0.265
O 0.369 -0.763 -0.177
C 1.696 -0.389 -0.131
Cu -4.047 1.571 0.742
H 1.869 0.645 -0.494
H 2.090 -0.425 0.904
H 2.347 -1.049 -0.740
*
```

Its total energy is -55261.8839 eV. The LUMO energy (alpha / beta) comes out at -0.0148 / -0.0689 hartree. For the energy above the lowest of the compared OMol25 structures with the same formula, charge and spin, the calculation gives 56.5 kJ/mol. As for the highest occupied orbital energy (alpha / beta): -6.8 / -9.5 eV. The value obtained for the frontier orbital gap (alpha / beta) is 6.41 / 7.58 eV. The expectation value of S² is 2.002.

Results of the Mulliken charge analysis, in e, for atoms 1 through 5:
1 O -0.686
2 Mg 1.043
3 O -0.735
4 C -0.520
5 Cu 0.287

The following is a quantum chemistry calculation of a 2-piece molecular cluster, CH3F2N3 overall at a distorted geometry, from OMol25.

The geometry in ORCA input format:
```
! wB97M-V def2-TZVPD RIJCOSX def2/J DEFGRID3
* xyz 0 1
C 0.441 -0.301 0.098
N 1.696 -0.554 0.122
N -0.555 -1.154 0.360
N -0.304 1.645 -0.299
F 2.494 0.530 -0.043
F -1.527 1.589 0.316
H -0.251 -2.153 0.542
H -1.445 -0.884 0.156
H -0.549 1.282 -1.253
*
```

Its total energy is -10984.2430 eV. The LUMO energy comes out at -0.0155 hartree. For the energy above the lowest of the compared OMol25 structures with the same formula, charge and spin, the calculation gives 348.1 kJ/mol. As for the highest occupied orbital energy: -9.8 eV. The value obtained for the frontier orbital gap is 9.33 eV.

Results of the Mulliken charge analysis, in e, for atoms 1 through 5:
1 C 0.594
2 N -0.466
3 N -0.350
4 N -0.226
5 F -0.125

The following is a quantum chemistry calculation of a 2-piece molecular cluster, CH3F2OP overall at a distorted geometry, from OMol25.

The geometry in ORCA input format:
```
! wB97M-V def2-TZVPD RIJCOSX def2/J DEFGRID3
* xyz 0 1
C -0.498 -0.847 1.373
O 0.263 0.836 -2.068
F -0.790 0.137 2.365
F -1.441 -0.795 0.435
P 1.325 1.211 -0.914
H -0.540 -1.749 1.898
H -0.567 0.902 -1.737
H 2.249 0.306 -1.352
*
```

Its total energy is -17853.1654 eV. The LUMO energy (alpha / beta) comes out at -0.0187 / -0.0263 hartree. For the energy above the lowest of the compared OMol25 structures with the same formula, charge and spin, the calculation gives 553.8 kJ/mol. As for the highest occupied orbital energy (alpha / beta): -10.0 / -8.0 eV. The value obtained for the frontier orbital gap (alpha / beta) is 9.47 / 7.29 eV.

Results of the Mulliken charge analysis, in e, for atoms 1 through 5:
1 C 0.115
2 O -0.400
3 F -0.220
4 F -0.161
5 P 0.103

The following is a quantum chemistry calculation of a 2-piece molecular cluster, CH3F2OPS overall at a distorted geometry, from OMol25.

The geometry in ORCA input format:
```
! wB97M-V def2-TZVPD RIJCOSX def2/J DEFGRID3
* xyz 0 1
C -0.338 0.322 -1.232
O 0.826 -0.176 -0.412
F 0.723 1.049 1.945
F -2.493 -0.367 1.060
P 0.751 -0.427 1.196
S 2.281 -1.570 1.666
H -1.065 -0.603 -1.375
H 0.204 0.634 -2.231
H -0.889 1.138 -0.617
*
```

Its total energy is -28688.5331 eV. The LUMO energy (alpha / beta) comes out at -0.1675 / -0.1676 hartree. For the energy above the lowest of the compared OMol25 structures with the same formula, charge and spin, the calculation gives 586.9 kJ/mol. As for the highest occupied orbital energy (alpha / beta): -10.1 / -10.0 eV. The value obtained for the frontier orbital gap (alpha / beta) is 5.49 / 5.48 eV.

Results of the Mulliken charge analysis, in e, for atoms 1 through 5:
1 C -0.494
2 O -0.204
3 F -0.193
4 F -0.591
5 P 0.785

The following is a quantum chemistry calculation of a 2-piece molecular cluster, CH3F2P overall at a distorted geometry, from OMol25.

The geometry in ORCA input format:
```
! wB97M-V def2-TZVPD RIJCOSX def2/J DEFGRID3
* xyz 0 1
C 0.558 0.014 -0.019
F 0.971 1.255 -0.363
F 1.322 -1.403 -1.228
P -1.116 -0.479 0.246
H 1.336 -0.338 0.734
H -1.255 0.456 1.209
H -1.816 0.494 -0.579
*
```

Its total energy is -15805.9048 eV. The LUMO energy comes out at -0.0308 hartree. For the energy above the lowest of the compared OMol25 structures with the same formula, charge and spin, the calculation gives 232.7 kJ/mol. As for the highest occupied orbital energy: -11.4 eV. The value obtained for the frontier orbital gap is 10.52 eV.

Results of the Mulliken charge analysis, in e, for atoms 1 through 5:
1 C 0.425
2 F -0.140
3 F -0.526
4 P -0.081
5 H 0.165

The following is a quantum chemistry calculation of a 2-piece molecular cluster, CH3F2PS overall at a distorted geometry, from OMol25.

The geometry in ORCA input format:
```
! wB97M-V def2-TZVPD RIJCOSX def2/J DEFGRID3
* xyz 0 1
C 2.877 -0.580 0.344
F 3.157 -1.719 0.967
F 3.140 -0.830 -0.917
P -2.305 0.436 0.540
S -1.427 1.120 -1.229
H -2.756 -0.842 -0.040
H -1.150 -0.038 1.316
H -1.538 2.453 -0.981
*
```

Its total energy is -26641.8902 eV. The LUMO energy comes out at -0.0020 hartree. For the energy above the lowest of the compared OMol25 structures with the same formula, charge and spin, the calculation gives 422.2 kJ/mol. As for the highest occupied orbital energy: -9.2 eV. The value obtained for the frontier orbital gap is 9.17 eV.

Results of the Mulliken charge analysis, in e, for atoms 1 through 5:
1 C 0.164
2 F -0.090
3 F -0.074
4 P -0.065
5 S -0.233

The following is a quantum chemistry calculation of an isolated ion of composition CH3F3NS and charge +1 at a distorted geometry, from OMol25.

The geometry in ORCA input format:
```
! wB97M-V def2-TZVPD RIJCOSX def2/J DEFGRID3
* xyz 1 1
C -0.856 0.082 1.160
N -0.632 -0.095 -0.189
F 2.059 -0.745 -0.796
F 0.399 -0.669 -2.348
F 1.191 1.327 -1.462
S 0.647 -0.078 -0.947
H -0.352 0.876 1.717
H -0.629 -0.901 1.536
H -1.827 0.203 1.331
*
```

Its total energy is -21551.4097 eV. The LUMO energy comes out at -0.2560 hartree. For the energy above the lowest of the compared OMol25 structures with the same formula, charge and spin, the calculation gives 123.6 kJ/mol. As for the highest occupied orbital energy: -17.5 eV. The value obtained for the frontier orbital gap is 10.57 eV.

Results of the Mulliken charge analysis, in e, for atoms 1 through 5:
1 C -0.733
2 N -0.115
3 F -0.091
4 F -0.086
5 F -0.112

The following is a quantum chemistry calculation of an isolated ion of composition CH3F3NS and charge +1 at a distorted geometry, from OMol25.

The geometry in ORCA input format:
```
! wB97M-V def2-TZVPD RIJCOSX def2/J DEFGRID3
* xyz 1 1
C 1.009 0.054 0.022
N -0.194 -0.715 -0.226
F -1.865 0.621 1.164
F -1.153 1.386 -0.904
F -0.110 -2.127 0.046
S -1.670 0.029 -0.312
H 1.879 -0.598 0.027
H 0.962 0.585 0.977
H 1.142 0.765 -0.793
*
```

Its total energy is -21551.2382 eV. The LUMO energy comes out at -0.2479 hartree. For the energy above the lowest of the compared OMol25 structures with the same formula, charge and spin, the calculation gives 140.2 kJ/mol. As for the highest occupied orbital energy: -16.9 eV. The value obtained for the frontier orbital gap is 10.20 eV.

Results of the Mulliken charge analysis, in e, for atoms 1 through 5:
1 C -0.723
2 N 0.259
3 F -0.125
4 F -0.094
5 F -0.128

The following is a quantum chemistry calculation of a 2-piece molecular cluster, CH3F3P2 overall at a distorted geometry, from OMol25.

The geometry in ORCA input format:
```
! wB97M-V def2-TZVPD RIJCOSX def2/J DEFGRID3
* xyz 0 1
C 2.650 -0.870 -0.699
F 3.807 -0.289 -0.427
F 2.774 -2.246 -0.388
F 0.504 0.416 -1.587
P -1.098 0.410 0.474
P 1.887 -0.456 -2.250
H -1.273 -1.013 0.898
H 0.264 0.127 0.749
H 2.518 0.897 -2.452
*
```

Its total energy is -27811.3459 eV. The LUMO energy (alpha / beta) comes out at -0.0618 / -0.0306 hartree. For the energy above the lowest of the compared OMol25 structures with the same formula, charge and spin, the calculation gives 317.3 kJ/mol. As for the highest occupied orbital energy (alpha / beta): -8.3 / -9.7 eV. The value obtained for the frontier orbital gap (alpha / beta) is 6.64 / 8.87 eV.

Results of the Mulliken charge analysis, in e, for atoms 1 through 5:
1 C 0.444
2 F -0.178
3 F -0.205
4 F -0.308
5 P 0.002